ORCA calculation (the ωB97M-V functional and the def2-TZVPD basis) on C30H64BBrHgN5O4P2SbSi3Te as an isolated structure in a non-equilibrium geometry.

Results
* F_max: 3.21 eV Å⁻¹
* E_HOMO (alpha / beta): -1.53 / -4.17 eV
* E: -178727.122 eV
* net charge: -1
* multiplicity: 2
* relative energy (zero: lowest compared OMol25 entry of this formula, charge and spin): 56.2 kcal/mol
* Kohn-Sham gap (alpha / beta): 3.3 / 6.0 eV

Each line ends with the Löwdin spin population.
Element x y z (Å)
1 Hg -0.226 0.826 0.574  0.28
2 O 3.248 -1.972 6.768  0.00
3 C 2.111 -2.162 6.042  0.00
4 C 0.739 -1.778 6.306  0.00
5 C -0.170 -2.102 5.342  0.00
6 N 0.118 -2.523 4.073  0.00
7 C 1.320 -2.987 3.846  0.00
8 Br 1.705 -3.416 1.980  0.01
9 C 2.365 -2.873 4.840  0.00
10 H 3.158 -1.807 7.728  0.00
11 H 0.409 -1.202 7.168  0.00
12 H -1.265 -1.992 5.554  0.00
13 H 3.402 -3.130 4.593  0.00
14 B -2.816 0.770 -1.231  0.04
15 N -3.722 1.981 -1.405  0.00
16 C -4.789 2.384 -0.616  0.00
17 C -5.452 3.390 -1.292  0.00
18 C -4.622 3.616 -2.433  0.00
19 N -3.609 2.779 -2.501  0.00
20 N -2.925 -0.163 -0.040  0.02
21 C -4.016 -0.671 0.559  0.03
22 C -3.646 -1.540 1.566  0.01
23 C -2.257 -1.603 1.488  0.05
24 N -1.804 -0.834 0.470  0.14
25 H -1.624 1.192 -1.113  0.04
26 H -2.839 0.021 -2.211  0.00
27 H -4.944 1.945 0.366  0.00
28 H -6.387 3.936 -1.032  0.00
29 H -4.681 4.358 -3.255  0.00
30 H -5.048 -0.345 0.358  0.00
31 H -4.219 -1.988 2.334  0.00
32 H -1.559 -2.073 2.194  0.00
33 C -1.788 2.498 8.221  0.00
34 C -2.536 2.601 6.896  0.00
35 O -1.742 2.084 5.698  0.00
36 P -2.244 2.429 4.212  0.00
37 O -1.497 1.463 3.370  0.02
38 Te -2.005 4.790 3.909  0.00
39 O -3.882 2.062 4.282  0.00
40 C -4.665 2.296 3.111  0.00
41 C -5.993 1.668 3.393  0.00
42 H -2.350 2.964 9.054  0.00
43 H -0.802 2.990 8.115  0.00
44 H -1.613 1.425 8.419  0.00
45 H -2.745 3.631 6.643  0.00
46 H -3.458 2.013 7.009  0.00
47 H -4.199 1.785 2.235  0.00
48 H -4.694 3.334 2.814  0.00
49 H -6.012 0.597 3.138  0.00
50 H -6.842 2.110 2.848  0.00
51 H -6.237 1.669 4.465  0.00
52 C 2.140 4.048 3.250  0.01
53 C 1.012 3.299 2.453  0.01
54 P 1.618 2.145 1.214  0.22
55 C 2.819 0.984 1.968  0.02
56 C 3.524 0.125 0.937  0.00
57 C 2.431 2.983 -0.189  0.03
58 C 1.434 3.374 -1.290  0.01
59 H 1.657 4.835 3.864  0.00
60 H 2.918 4.463 2.648  0.00
61 H 2.633 3.336 3.909  0.00
62 H 0.363 4.048 1.968  0.00
63 H 0.395 2.686 3.141  0.00
64 H 2.329 0.355 2.698  0.01
65 H 3.555 1.554 2.568  0.01
66 H 2.873 -0.658 0.544  0.01
67 H 4.403 -0.359 1.395  0.00
68 H 3.968 0.740 0.122  0.00
69 H 3.244 2.363 -0.580  0.00
70 H 2.889 3.905 0.212  0.01
71 H 0.951 2.489 -1.728  0.00
72 H 2.010 3.895 -2.067  0.00
73 H 0.591 3.942 -0.935  0.00
74 C 5.320 -2.662 -2.917  0.00
75 Si 4.197 -1.881 -4.266  0.00
76 C 4.070 -3.009 -5.727  0.00
77 C 4.795 -0.204 -4.892  0.00
78 Sb 1.754 -1.445 -3.283  0.01
79 Si 0.389 -0.579 -5.509  0.00
80 C 1.137 -1.211 -7.089  0.00
81 C 0.436 1.364 -5.567  0.00
82 C -1.393 -1.044 -5.284  0.00
83 Si 0.755 -3.849 -3.127  0.00
84 C 1.615 -4.818 -1.817  0.00
85 C -1.094 -3.772 -2.703  0.00
86 C 0.806 -4.612 -4.868  0.00
87 H 4.852 -2.897 -1.954  0.00
88 H 6.174 -1.966 -2.647  0.00
89 H 5.776 -3.626 -3.311  0.00
90 H 3.793 -2.501 -6.668  0.00
91 H 3.521 -3.970 -5.530  0.00
92 H 5.156 -3.260 -5.796  0.00
93 H 5.892 -0.091 -4.702  0.00
94 H 4.213 0.580 -4.390  0.00
95 H 4.631 -0.135 -6.004  0.00
96 H 1.983 -0.564 -7.356  0.00
97 H 0.344 -1.021 -7.872  0.00
98 H 1.450 -2.261 -7.102  0.00
99 H -0.163 1.814 -4.760  0.00
100 H 0.046 1.679 -6.552  0.00
101 H 1.478 1.654 -5.502  0.00
102 H -1.500 -2.156 -5.375  0.00
103 H -1.964 -0.650 -6.130  0.00
104 H -1.910 -0.774 -4.311  0.00
105 H 1.141 -5.840 -1.800  0.00
106 H 1.486 -4.343 -0.851  0.00
107 H 2.689 -4.967 -1.937  0.00
108 H -1.725 -3.258 -3.468  0.00
109 H -1.301 -3.372 -1.717  0.00
110 H -1.538 -4.796 -2.676  0.00
111 H -0.133 -5.130 -4.986  0.00
112 H 1.503 -5.452 -4.790  0.00
113 H 0.914 -3.971 -5.725  0.00